Entry from the Open Molecules 2025 dataset: 2 unconnected molecules or ions with the total composition C7H12OSSi at a distorted geometry (the ωB97M-V functional and the def2-TZVPD basis).

Results
HOMO level (alpha / beta)	-7.54 / -6.31	eV
HOMO-LUMO gap (alpha / beta)	7.49 / 6.64	eV
lowest unoccupied orbital energy (alpha / beta)	-0.05 / 0.33	eV
relative energy (zero: lowest compared OMol25 entry of this formula, charge and spin)	420.0	kJ/mol
calculated total energy	-28209.3570	eV

Element x y z (Å)
C 1.5917 2.4800 -0.2707
C 1.1697 1.3504 -0.9446
C 1.6524 2.2707 1.0379
C 1.0288 0.3994 0.0355
C 0.3035 -2.2358 1.5405
C -0.5797 -1.5630 -1.6369
C -1.8326 1.5817 1.7927
O 1.3299 0.9857 1.1834
Si 0.4752 -1.3638 -0.1410
S -2.7016 1.2785 0.2965
H 1.7610 3.4584 -0.6687
H 0.9379 1.2644 -2.0209
H 1.7434 2.8550 1.8872
H 1.2622 -2.6308 1.9540
H -0.2978 -1.8648 2.3758
H -0.1425 -3.2274 1.1544
H -1.4040 -0.8487 -1.8037
H 0.0450 -1.5038 -2.6235
H -0.8956 -2.5832 -1.7299
H -1.1337 2.3565 1.9723
H -2.2870 1.1161 2.6045
H -1.7314 1.6757 -0.3833

Forces on the atoms, in the same order (eV/Å):
C 0.40 3.57 -1.31
C -0.48 -1.04 -1.32
C -0.41 -1.64 -1.20
C -0.64 -0.33 -1.55
C -0.31 -2.31 -0.99
C 0.64 0.48 -2.43
C -0.94 -0.48 -1.33
O -0.09 -1.70 3.34
Si 1.54 0.47 1.23
S -1.15 -0.47 2.43
H 0.09 0.27 -0.50
H 0.34 -0.05 0.88
H 0.48 0.85 1.34
H -0.42 0.81 -0.44
H -0.07 0.18 -0.40
H 0.14 1.19 0.85
H 0.11 -0.41 0.38
H -0.62 0.27 1.87
H -0.72 -0.59 0.26
H 0.51 0.57 -0.35
H -0.55 -0.63 1.38
H 2.13 0.98 -2.14